Molecular formula: C6H11N
Method: DFT, wB97M-V/def2-TZVPD

Structure (XYZ):
```
18
Properties=species:S:1:pos:R:3
C -2.067 -1.051 1.661
C -1.845 -0.508 0.498
N -1.062 -1.101 -0.502
C -0.333 -0.277 -1.392
C 2.609 1.270 0.701
C 1.818 0.641 -0.448
C 0.521 0.922 -0.676
H -1.484 -1.824 2.149
H -2.799 -0.423 2.213
H -1.971 0.482 0.359
H -0.716 -2.030 -0.435
H -0.884 0.054 -2.241
H 0.508 -0.747 -1.846
H 2.318 0.806 1.597
H 2.537 2.385 0.633
H 3.703 1.168 0.542
H 2.235 0.154 -1.374
H -0.237 1.699 -0.143
```

Energy ... -7885.613 eV
HOMO energy (alpha / beta) ... 1.1 / -3.3 eV
Net charge ... -1
Spin multiplicity ... 2
⟨S²⟩ ... 0.753
LUMO level (alpha / beta) ... 4.2 / 4.1 eV

***

Molecular formula: C5H9N
Method: DFT, wB97M-V/def2-TZVPD

Structure (XYZ):
```
15
Properties=species:S:1:pos:R:3
C 1.764 -0.135 -0.259
C 0.305 -0.013 0.238
C -0.890 -0.064 1.334
N -1.632 0.187 0.037
C -0.527 1.144 -0.320
C -0.700 -0.882 -0.509
H 1.588 -0.428 -1.306
H 2.417 -0.898 0.171
H 2.338 0.798 -0.345
H -1.243 -1.026 1.733
H -0.999 0.702 2.116
H -0.595 2.108 0.200
H -0.393 1.288 -1.398
H -0.473 -0.916 -1.584
H -0.961 -1.865 -0.108
```

Energy ... -6817.416 eV
HOMO energy ... -9.0 eV
Net charge ... 0
Spin multiplicity ... 1
LUMO level ... 1.0 eV

***

Molecular formula: C2H12N2O3
Method: DFT, wB97M-V/def2-TZVPD

Structure (XYZ):
```
19
Properties=species:S:1:pos:R:3
N -0.353 0.991 2.309
C 0.301 0.193 1.368
C 1.351 0.559 0.635
N 2.028 -0.315 -0.245
H -1.238 0.664 2.644
H -0.307 1.988 2.189
H -0.027 -0.842 1.341
H 1.668 1.591 0.655
H 1.644 -1.235 -0.420
H 3.028 -0.234 -0.159
O 0.150 -2.900 -0.987
H 0.576 -3.545 -0.393
H 0.592 -3.079 -1.827
O -0.372 1.606 -1.690
H -0.913 1.175 -2.361
H 0.333 0.970 -1.503
O -2.980 1.158 -0.657
H -3.380 0.277 -0.609
H -2.101 0.978 -0.291
```

Energy ... -11390.635 eV
HOMO energy ... -7.1 eV
Net charge ... 0
SMILES ... N/C=C/N.O.O.O
Spin multiplicity ... 1
LUMO level ... 0.4 eV